Entry 1:
DFT (the ωB97M-V functional and the def2-TZVPD basis) results for 9 unconnected molecules or ions with the total composition C35H59F5N2O21 in a non-equilibrium geometry.

Atoms and positions in Å:
H (-1.17322, -1.97544, 0.80254)
H (-4.89556, -3.75331, -7.01986)
H (0.10424, 1.94762, -0.31587)
O (10.71992, 2.01425, 1.77882)
H (-6.23647, -6.94799, -4.44904)
H (0.87207, -1.87870, 8.06978)
H (0.25178, 1.73604, 6.01273)
H (-4.90693, -5.16718, -3.27320)
C (2.43302, 0.56491, 9.84593)
C (1.35695, -1.39138, 8.91567)
C (1.21554, -1.05601, -8.44557)
F (0.72016, -2.36378, -8.38103)
H (0.51421, -1.51675, 9.59552)
C (-5.71646, 4.93834, 4.04433)
C (8.97326, 2.72931, 0.54576)
N (2.30650, 0.26172, 7.37878)
C (0.17729, -0.07223, -8.27734)
C (-1.13614, -2.86907, 1.42555)
H (0.82452, 2.86375, 8.72086)
H (3.24280, -0.15841, 9.94160)
O (8.50001, 1.97483, 1.67926)
O (-4.11439, 5.29592, -5.33614)
O (-5.39179, 3.74525, -4.37716)
H (1.82078, 0.60811, 10.74671)
H (11.12674, 2.58640, -0.17486)
C (10.36941, 2.05535, 0.40179)
H (-4.74655, 2.04779, -5.49450)
O (1.66309, -0.96091, -9.75633)
H (3.66241, 3.35692, 6.62348)
O (-4.86889, 5.57392, 3.23019)
H (10.47347, 1.01352, 0.09871)
H (-2.86440, -2.38875, -4.24443)
H (4.15069, 0.03475, 7.78533)
C (-1.32326, -5.20863, 1.21825)
F (4.65280, -4.09891, -0.30821)
H (-0.75067, 2.72140, 7.99036)
C (-4.30152, -5.18339, -4.17947)
C (5.00547, -2.34311, -1.77199)
H (-3.20269, -3.15372, 1.10239)
H (3.32542, 0.25364, 5.07645)
C (-6.88688, 5.46914, 2.25091)
O (9.43352, 1.68945, 3.69841)
H (-0.58913, 0.25332, 7.88612)
H (-7.42094, 4.90373, 1.48725)
H (-6.77494, -6.77139, -6.16694)
H (2.63907, 2.54702, -3.16192)
C (9.54033, 1.81980, 2.51363)
H (-3.89865, -6.18696, -4.31595)
H (-2.82299, 3.61001, -5.86440)
N (-5.37236, -5.14120, -5.39044)
F (-4.02480, 4.18289, -7.18722)
C (-5.97755, -6.59129, -5.44595)
H (-2.84223, -2.67834, 2.68894)
H (2.99089, 1.49359, 9.72583)
H (3.25877, 2.77146, 8.27800)
O (3.50334, -0.48418, 7.30237)
O (-3.64806, -2.94135, -4.19846)
C (5.15295, -2.82666, -0.35834)
O (-0.44227, -0.37661, -9.54677)
C (3.47544, 2.48414, 7.24911)
O (-5.46362, 5.87924, -3.54600)
H (-2.46703, -4.43074, -3.49614)
C (0.23460, 2.25722, 8.03369)
O (-0.69902, -4.08342, 0.78145)
H (-6.01078, -3.32189, -4.61487)
O (8.18413, -3.03465, -1.77991)
C (-2.52773, -3.38953, 1.92513)
C (-5.07638, 5.03981, -4.35030)
H (-7.14566, -4.09437, -5.82378)
H (0.30006, 2.89165, -3.18804)
H (4.44738, 2.03699, 7.45762)
C (-6.47530, -4.23922, -4.97659)
F (-0.32717, -2.61969, 2.47503)
H (1.22618, 3.26864, 6.44123)
C (-0.18406, 2.65363, -1.09467)
C (-3.15326, -4.22401, -4.31738)
H (3.41861, 1.89782, 4.53511)
O (6.54794, -2.71202, -0.29789)
H (-5.51433, -5.31587, -7.63657)
O (6.10536, -2.83249, -2.46398)
O (-5.52234, 4.65985, 5.21199)
C (1.57035, 0.09240, 8.60339)
C (-3.84051, 3.99931, -5.89862)
H (-7.25666, 6.47634, 2.44304)
O (0.19706, -1.05297, -11.67934)
H (4.54914, -2.22104, 0.31749)
H (0.50266, 0.96426, -8.36639)
H (-0.41683, -0.36977, -7.41329)
H (4.10100, -2.72014, -2.24937)
H (-5.03098, 5.17527, 1.07748)
C (-5.37724, 5.73437, 1.94674)
H (-6.95447, -4.60367, -4.06793)
H (1.97725, 1.06464, 4.55093)
C (2.41738, 1.51396, 6.59787)
C (-5.01526, 3.09676, -5.61919)
H (4.95728, -1.25507, -1.72805)
H (-5.70846, 3.05203, -6.45917)
O (-2.36300, -4.79723, 2.00989)
H (-2.56005, -4.31649, -5.22712)
H (1.93187, -0.93768, -7.63257)
O (-6.88380, 4.86122, 3.47708)
C (2.08159, 2.64051, -2.22995)
C (7.04775, -2.89726, -1.57647)
H (-0.12587, 3.70142, -0.80000)
F (8.26891, 2.49909, -0.55104)
H (2.78259, 2.36929, -1.44056)
C (-4.94613, -4.82794, -6.84462)
H (8.92040, 3.80717, 0.69914)
H (2.05613, 3.73021, -2.23309)
H (-1.22660, 2.41552, -1.30568)
H (-5.09177, -7.18196, -5.67968)
O (-0.99292, -6.31733, 0.99623)
C (0.63619, 2.27927, -2.35131)
C (0.47424, -0.77872, -10.44205)
H (-0.24546, 0.75529, 9.56054)
H (2.20860, -2.07064, 8.95297)
H (-3.91716, -5.17756, -6.76060)
O (0.54474, 0.93198, -2.70270)
H (-5.25263, 6.79128, 1.71112)
C (0.98412, 2.22725, 6.65342)
C (0.12058, 0.76788, 8.53392)
C (2.85067, 1.22913, 5.18195)

Summary:
Total charge: 0
E_HOMO in Ha: -0.1769



Entry 2:
DFT (the ωB97M-V functional and the def2-TZVPD basis) results for 3 unconnected molecules or ions with the total composition C35H59FN6O in a non-equilibrium geometry.

Atoms and positions in Å:
N (-4.60286, 3.28946, 3.53716)
C (2.91722, 0.92298, 2.34040)
H (10.12808, 1.09069, -2.42417)
N (4.53634, -0.26290, -3.80216)
H (2.85952, 3.27682, 1.98355)
C (-3.65063, 2.80864, 4.53945)
C (7.70639, 0.97392, -1.86136)
H (4.75875, -0.56341, -6.48516)
H (6.75951, 1.35771, 2.95561)
H (-4.77457, 6.08138, 3.71652)
H (-1.53956, -1.71171, 1.30076)
H (-3.14935, 1.92023, 4.13712)
C (-3.13999, 2.78039, 1.57094)
N (1.86747, -1.77913, -2.48329)
H (-4.82913, -6.32700, -5.51471)
C (-4.03238, 3.79163, 2.28555)
H (0.46431, 3.53482, 3.36457)
H (-2.86916, -5.26616, -3.43575)
C (8.70779, 2.83807, -3.49399)
C (3.27519, 0.54976, 0.77371)
H (7.76858, 0.03802, -1.15132)
N (5.93137, 2.87699, -2.95702)
H (-4.62917, -4.58882, -5.20427)
H (-3.46939, 4.71732, 2.44190)
H (3.78320, 4.25309, 3.70067)
H (-2.26331, -1.50723, -0.42898)
H (6.47749, 0.15735, 1.45721)
H (3.11129, -1.39990, -6.89060)
C (9.06160, 1.55364, -2.55577)
C (6.74022, 1.27121, 1.78117)
H (9.56124, 3.37255, -4.10597)
H (-6.91250, -4.48962, -1.19554)
H (0.76586, -0.68955, 1.55412)
H (6.22518, 2.99948, 0.37051)
H (-5.38745, -7.68227, -2.67772)
H (-4.19439, 2.43269, 5.41308)
C (-1.11974, -3.46239, -0.15152)
H (-5.73892, -3.93653, -3.32497)
C (-5.81513, -6.67825, -2.58146)
C (2.76779, -0.80811, -1.77385)
C (4.97976, 0.95640, -1.42286)
H (1.72213, 4.48026, 5.15928)
C (3.63886, -1.18917, -4.57248)
C (1.04014, -1.18057, 0.50194)
C (2.38113, -0.45998, -0.18798)
H (-6.24877, -6.67062, -1.57433)
H (-6.27333, 6.11402, 4.64339)
H (-3.37248, -6.91560, -3.63571)
C (-2.57399, 3.77839, 5.01770)
H (4.10217, 2.67396, 4.35085)
C (-5.92844, -4.01140, -1.18551)
C (4.64508, 1.28326, 0.15494)
C (-4.15426, -5.56880, -5.11263)
H (-1.80076, 3.22556, 5.56337)
H (1.26524, -2.32472, 0.74681)
C (7.19590, 3.36666, -3.57356)
C (1.29089, 2.72838, 3.66516)
H (-2.97548, 4.52410, 5.70548)
H (-7.34465, -5.51684, -3.63858)
N (3.64561, 3.60430, 4.51679)
H (1.34247, 2.30426, 1.42182)
C (2.34933, -1.92053, -3.90057)
H (-3.66432, 1.83095, 1.41410)
C (4.03114, -1.45311, -6.16937)
C (-5.34926, 5.54854, 4.47815)
H (-2.16669, -3.98580, -0.38507)
H (7.03874, 4.33708, -4.25534)
H (-4.85047, 4.03479, 1.59633)
H (-2.85074, 3.16898, 0.58869)
C (-5.14981, -4.28305, -2.46987)
H (-6.08963, -2.93435, -1.06950)
H (-2.21921, 2.58281, 2.12799)
H (-6.17233, 3.61186, 4.90025)
H (2.10816, 2.76748, 5.84548)
F (8.11768, 1.53523, 1.25469)
H (1.70997, -2.63656, -4.61034)
C (2.17918, 3.41880, 4.86294)
H (0.70027, 1.76736, 4.04224)
H (2.28087, 0.11501, 2.89941)
H (-3.26658, -5.56157, -5.75524)
H (5.02638, 2.83379, 1.92898)
H (-0.67401, -4.06861, 0.77135)
H (-4.25056, -3.65578, -2.43379)
C (-6.95640, -6.53815, -3.58454)
N (-4.74421, -5.68141, -2.62560)
H (-7.78872, -7.18458, -3.28348)
H (-4.79398, 5.56917, 5.41795)
H (-6.65780, -6.85162, -4.58598)
C (-5.69211, 4.12367, 4.05704)
C (2.13869, 2.39136, 2.30261)
C (5.61386, 2.28507, 1.07856)
C (6.30241, 1.68247, -2.15356)
H (-2.07789, 4.29559, 4.19119)
H (3.95016, 1.01281, 2.93190)
O (-0.18322, -1.01405, -0.33032)
C (-1.28626, -1.85425, 0.16139)
H (-5.37732, -4.36394, -0.30634)
H (-6.47134, 4.17866, 3.28678)
C (4.07669, -0.06280, -2.38611)
H (4.68057, -2.43863, -6.30146)
H (-0.46247, -3.65661, -1.12127)
C (-3.74272, -5.88378, -3.67856)

Summary:
SMILES: CCOCc1c(CCCCN)c(CCF)c(-c2ccccn2)c2nc(C)cnc12.CCN(CC)CC.CCN(CC)CC
Total charge: 0
Energy above the lowest of the compared OMol25 structures with the same formula, charge and spin in kJ/mol: 1066.52
E_HOMO in Ha: -0.2974



no.,gap between HOMO and LUMO (eV),molecular weight (g mol⁻¹)
1,3.45,938.8
2,7.09,598.9